13
Properties=species:S:1:pos:R:3 method="wB97M-V/def2-TZVPD" orbital_gap_ev="8.88 / 8.88" spin_multiplicity=1 total_energy_ev=-9815.131 homo_energy_ha="-0.308 / -0.308"
C -0.21 0.39 -0.63
C -1.00 -0.87 0.71
N 0.88 -0.29 -0.25
O 1.90 0.31 -1.74
O -0.40 1.63 -0.15
O -1.25 -0.17 1.86
H 2.48 1.00 -1.40
H 0.16 1.74 0.64
H -0.41 -0.03 2.32
H 0.98 -1.16 -0.77
H -0.69 0.27 -1.60
H -0.51 -1.83 0.88
H -1.92 -1.00 0.14

***

36
Properties=species:S:1:pos:R:3 method="wB97M-V/def2-TZVPD" orbital_gap_ev=7.61 charge=-1 spin_multiplicity=1 total_energy_ev=-73901.888 homo_energy_ha=-0.195
O -0.58 -0.23 -4.79
C 0.37 0.57 -4.90
O 1.15 0.80 -5.82
Si 0.73 1.77 -3.44
C -0.44 3.25 -3.29
P -2.08 3.02 -3.98
O -2.80 4.29 -4.13
O -2.83 1.98 -3.01
O -1.90 2.25 -5.35
S 0.74 0.75 -1.42
O 0.29 1.66 -0.37
O 2.08 0.22 -1.21
C -0.35 -0.76 -1.39
F -1.55 -0.46 -1.89
F -0.49 -1.18 -0.14
F 0.19 -1.71 -2.12
H 2.12 2.26 -3.51
H -0.55 3.49 -2.23
H 0.03 4.12 -3.75
H -2.38 1.80 -2.18
H -2.08 1.30 -5.31
O 0.53 -0.04 5.04
S 0.56 -0.87 3.87
O -0.67 -1.20 3.22
O 1.34 -2.21 4.23
C 0.91 -2.93 5.40
C -0.35 -3.74 5.16
C 1.71 -0.24 2.71
H 0.78 -2.23 6.23
H 1.74 -3.58 5.65
H -1.21 -3.09 4.99
H -0.56 -4.37 6.03
H -0.24 -4.37 4.28
H 2.65 -0.04 3.22
H 1.30 0.68 2.29
H 1.85 -0.97 1.91